No. 1
Entry from OMol25: a molecular structure, C18H20N4O3S2 in a non-equilibrium geometry (the ωB97M-V functional and the def2-TZVPD basis).

The value obtained for the HOMO energy is -0.342 hartree. For the energy above the lowest of the compared OMol25 structures with the same formula, charge and spin, the calculation gives 34.1 kcal per mole.

Geometry as XYZ:
```
47
Properties=species:S:1:pos:R:3:nbo_charge:R:1
C -3.30 -3.77 0.80 -0.60
H -2.98 -3.91 1.84 0.20
C -2.30 -2.90 0.05 -0.41
C -0.92 -3.54 0.01 -0.40
H -0.55 -3.67 1.04 0.20
C 0.10 -2.72 -0.77 -0.22
N 0.46 -1.49 -0.11 -0.62
C 0.55 -0.33 -0.77 0.70
O 0.35 -0.18 -1.96 -0.66
C 1.12 0.84 0.06 -0.17
N 0.86 0.73 1.48 -0.87
S -0.70 0.81 2.10 2.33
O -1.27 -0.50 2.04 -0.93
O -0.55 1.43 3.38 -0.94
C -1.55 1.93 1.00 -0.35
C -1.58 3.27 1.28 -0.15
C -2.13 4.19 0.36 -0.22
C -2.62 3.78 -0.85 -0.16
C -2.59 2.42 -1.17 0.09
N -2.99 1.81 -2.29 -0.61
S -2.72 0.24 -2.15 1.06
N -2.12 0.22 -0.67 -0.62
C -2.07 1.47 -0.22 0.09
H -3.02 4.48 -1.57 0.23
H -2.15 5.23 0.63 0.23
H -1.18 3.60 2.22 0.25
H 1.44 1.36 2.02 0.42
C 2.61 0.80 -0.21 -0.05
C 3.14 1.54 -1.26 -0.19
C 4.50 1.47 -1.54 -0.20
C 5.33 0.67 -0.77 -0.21
C 4.80 -0.07 0.27 -0.22
C 3.44 -0.01 0.55 -0.16
H 3.02 -0.59 1.36 0.21
H 5.44 -0.70 0.87 0.21
H 6.38 0.62 -0.99 0.21
H 4.90 2.05 -2.36 0.22
H 2.49 2.15 -1.86 0.22
H 0.70 1.77 -0.36 0.21
H 0.46 -1.47 0.90 0.42
H 1.01 -3.31 -0.92 0.19
H -0.29 -2.46 -1.76 0.22
H -0.98 -4.53 -0.45 0.20
H -2.22 -1.93 0.54 0.24
H -2.65 -2.74 -0.97 0.18
H -3.38 -4.75 0.34 0.19
H -4.28 -3.31 0.81 0.21
```



No. 2
Entry from OMol25: a single C18H20N6O2S molecule in a non-equilibrium geometry (the ωB97M-V functional and the def2-TZVPD basis).

The value obtained for the HOMO energy is -0.324 hartree. For the energy above the lowest of the compared OMol25 structures with the same formula, charge and spin, the calculation gives 0.0 kcal per mole. As for the SMILES: Cc1ccc(-n2nnc3c(SCC(=O)NC[C@H]4CCCO4)ncnc32)cc1.

Geometry as XYZ:
```
47
Properties=species:S:1:pos:R:3:nbo_charge:R:1
C 6.89 0.30 0.27 -0.63
C 5.48 -0.17 0.08 -0.01
C 4.52 0.04 1.06 -0.22
C 3.22 -0.41 0.90 -0.18
C 2.88 -1.09 -0.26 0.10
C 3.83 -1.32 -1.26 -0.20
C 5.11 -0.85 -1.08 -0.20
H 5.85 -1.03 -1.85 0.21
H 3.54 -1.84 -2.15 0.24
N 1.57 -1.56 -0.45 -0.19
C 0.49 -1.49 0.36 0.35
N 0.34 -0.95 1.58 -0.49
C -0.89 -1.06 2.03 0.30
N -1.94 -1.60 1.43 -0.55
C -1.81 -2.14 0.22 0.13
C -0.54 -2.13 -0.37 -0.05
N -0.01 -2.53 -1.55 -0.18
N 1.21 -2.20 -1.59 0.00
S -3.18 -2.82 -0.58 0.35
C -4.57 -2.29 0.48 -0.62
H -4.26 -2.39 1.52 0.26
H -5.40 -2.95 0.23 0.26
C -4.91 -0.85 0.10 0.66
O -5.79 -0.57 -0.69 -0.62
N -4.13 0.06 0.73 -0.64
H -3.33 -0.30 1.25 0.43
C -3.97 1.40 0.21 -0.24
H -4.90 1.69 -0.27 0.23
H -3.74 2.07 1.05 0.19
C -2.83 1.43 -0.82 0.09
C -2.47 2.85 -1.27 -0.43
H -2.20 2.86 -2.32 0.21
C -1.25 3.18 -0.41 -0.43
H -1.55 3.53 0.58 0.20
C -0.59 1.81 -0.29 -0.07
H 0.03 1.59 -1.18 0.16
O -1.65 0.87 -0.22 -0.56
H 0.03 1.68 0.60 0.20
H -0.59 3.91 -0.86 0.22
H -3.29 3.54 -1.11 0.22
H -3.11 0.79 -1.66 0.19
H -1.07 -0.64 3.01 0.18
H 2.48 -0.25 1.66 0.24
H 4.78 0.57 1.96 0.21
H 7.30 0.67 -0.67 0.22
H 6.93 1.10 1.01 0.22
H 7.51 -0.52 0.61 0.22
```



No. 3
Entry from OMol25: a gas-phase ion, C18H21 (charge +1) in a non-equilibrium geometry (the ωB97M-V functional and the def2-TZVPD basis).

The value obtained for the HOMO energy is -0.445 hartree. The net charge is +1.

Geometry as XYZ:
```
39
Properties=species:S:1:pos:R:3:nbo_charge:R:1
C -1.32 -0.97 -1.87 -0.62
C -0.06 -0.40 -1.20 -0.38
C 1.19 -1.04 -1.62 0.60
C 2.47 -0.35 -1.70 -0.76
C 1.21 -2.48 -1.90 -0.77
H -2.08 -0.20 -1.86 0.26
H -1.18 -1.35 -2.89 0.23
H -1.79 -1.77 -1.30 0.23
H 0.02 0.71 -1.25 0.28
H 3.29 -1.08 -1.85 0.25
H 2.53 0.33 -2.55 0.30
H 2.77 0.23 -0.82 0.31
H 2.23 -2.89 -1.99 0.25
H 0.73 -3.12 -1.13 0.29
H 0.71 -2.74 -2.85 0.31
C -0.40 -0.27 0.48 -0.15
C 0.83 0.18 1.25 0.02
C 1.64 -0.76 1.91 -0.25
C 2.92 -0.43 2.30 -0.19
C 3.43 0.86 2.13 -0.21
C 2.59 1.84 1.61 -0.20
C 1.30 1.50 1.15 -0.25
C -1.74 0.43 0.76 0.03
C -2.92 -0.33 0.87 -0.23
C -4.15 0.23 0.59 -0.20
C -4.27 1.58 0.25 -0.19
C -3.14 2.39 0.38 -0.20
C -1.89 1.84 0.73 -0.23
H -0.54 -1.34 0.60 0.22
H 1.24 -1.74 2.07 0.22
H 3.57 -1.22 2.66 0.23
H 4.49 1.07 2.36 0.24
H 2.98 2.84 1.46 0.23
H 0.71 2.29 0.67 0.22
H -2.84 -1.37 1.15 0.22
H -5.02 -0.42 0.51 0.23
H -5.21 1.97 -0.13 0.23
H -3.21 3.44 0.08 0.23
H -1.08 2.55 0.94 0.22
```



No. 4
Entry from OMol25: a molecular structure, C18H21BCl2F4N3O2PbS3Sb (the ωB97M-V functional and the def2-TZVPD basis).

The value obtained for the HOMO energy is -0.320 hartree.

Geometry as XYZ:
```
56
Properties=species:S:1:pos:R:3:nbo_charge:R:1
Pb 0.18 -0.59 -1.62 1.10
O 3.37 2.97 -0.42 -0.91
S 2.15 3.29 -1.10 2.30
O 2.21 3.78 -2.45 -0.91
N 1.11 1.97 -1.05 -0.79
C 0.06 2.24 -0.35 0.14
S -1.17 1.05 -0.08 -0.28
C -0.02 3.61 0.23 -0.06
C -1.02 4.17 0.99 -0.19
C -0.86 5.49 1.40 -0.19
C 0.28 6.21 1.07 -0.18
C 1.29 5.64 0.30 -0.17
C 1.12 4.33 -0.10 -0.31
H -1.90 3.60 1.25 0.24
H -1.64 5.95 2.00 0.22
H 0.38 7.24 1.40 0.22
H 2.18 6.19 0.04 0.24
N 3.00 -2.58 -2.04 -0.79
C 3.15 -1.78 -0.97 0.32
N 2.17 -1.16 -0.35 -0.63
C 2.65 -0.40 0.73 0.21
C 1.87 0.26 1.67 -0.25
C 2.50 0.98 2.67 -0.19
C 3.89 1.04 2.74 -0.21
C 4.68 0.35 1.84 -0.20
C 4.04 -0.38 0.85 -0.22
S 4.74 -1.41 -0.37 0.39
H 2.11 -3.07 -2.10 0.44
H 3.79 -3.16 -2.27 0.41
H 0.79 0.19 1.63 0.23
H 1.91 1.50 3.41 0.22
H 4.36 1.63 3.52 0.22
H 5.76 0.37 1.90 0.22
C -2.83 -3.76 0.46 -0.95
Sb -2.06 -2.64 -1.18 1.10
C -3.90 -1.77 -1.92 -1.01
C -2.17 -4.22 -2.62 -0.96
H -3.75 -4.26 0.12 0.22
H -3.04 -3.12 1.31 0.23
H -2.08 -4.50 0.73 0.27
H -4.11 -2.20 -2.90 0.23
H -3.80 -0.69 -2.03 0.22
H -4.72 -1.99 -1.24 0.23
H -3.20 -4.56 -2.64 0.22
H -1.50 -5.03 -2.34 0.26
H -1.89 -3.84 -3.61 0.22
Cl -3.94 -0.53 1.23 -0.02
C -4.75 0.90 0.57 -0.39
Cl -5.00 2.15 1.80 -0.03
H -5.72 0.59 0.20 0.23
H -4.12 1.31 -0.20 0.23
F 2.08 -4.41 0.25 -0.56
B 0.71 -4.30 0.03 1.35
F 0.01 -5.46 0.31 -0.55
F 0.51 -3.98 -1.40 -0.60
F 0.16 -3.20 0.73 -0.57
```



The following LUMO energy values (in eV) correspond, in order, to the records above: -1.113 -0.179 -5.673 -0.884.
The following calculated total energy values (in Eh) correspond, in order, to the records above: -1939.04416 -1575.13327 -698.16527 -3985.89711.